# C5H9N2

A gas-phase ion, C5H9N2 (charge +1) in a non-equilibrium geometry (ωB97M-V with the def2-TZVPD basis set, OMol25).

```
16
Properties=species:S:1:pos:R:3:forces:R:3:mulliken_charge:R:1
C -2.474 -0.708 -0.016 2.1 -0.2 -0.2 -0.2680
C -3.105 0.379 0.279 6.4 -1.5 -0.4 -0.1908
C -0.388 0.346 -0.347 -0.1 1.2 -0.2 0.6482
C 1.814 -0.252 0.507 0.0 1.0 -0.5 -0.9878
C 1.096 0.361 -0.661 -2.6 -3.9 -1.5 -0.6431
N -1.123 -0.826 -0.313 1.3 0.9 0.3 -0.1394
N -1.038 1.410 -0.115 -3.3 -1.8 0.4 -0.5904
H -2.939 -1.635 -0.052 -1.4 -1.6 0.2 0.4560
H -3.862 0.978 0.179 -4.1 3.4 -0.2 0.4688
H 2.887 -0.113 0.318 -0.3 0.5 1.2 0.3386
H 1.690 -1.268 0.334 -0.2 -2.3 0.5 0.3243
H 1.246 0.065 1.400 1.5 -0.1 0.2 0.3355
H 1.076 -0.389 -1.549 0.9 1.6 0.9 0.2962
H 1.402 1.314 -0.906 0.5 2.0 -0.8 0.4183
H -0.558 -1.681 -0.338 -1.1 0.1 0.1 0.2748
H -0.724 2.322 -0.367 0.3 0.6 0.2 0.2587
```
Forces are in eV/Å.

Properties
**Kohn-Sham gap (spin up / spin down)**: 9.130 / 9.131 eV
**Total charge**: +1
**Energy relative to the best compared isomer or geometry (same formula, charge and spin)**: 119.8 kcal/mol
**LUMO (spin up / spin down)**: -5.80 / -5.80 eV

---

# C5H9N2

A molecular structure, C5H9N2 in a non-equilibrium geometry (ωB97M-V with the def2-TZVPD basis set, OMol25).

```
16
Properties=species:S:1:pos:R:3:forces:R:3:mulliken_charge:R:1
C -1.357 1.384 -1.784 1.9 -2.1 -0.2 0.0510
C 0.328 -1.870 -0.141 -0.2 -1.7 -0.7 -0.4706
C -0.618 -1.184 0.784 3.2 2.8 -0.4 -0.3378
C 0.132 -0.043 0.725 -0.8 -3.1 0.0 0.2052
C 0.182 1.313 1.154 0.2 0.8 3.8 -1.0656
N -0.571 0.547 -1.852 -1.2 1.3 -0.6 -0.4541
N 1.109 -0.617 -0.272 -0.6 2.3 -1.2 -0.1165
H -2.050 2.131 -1.628 -1.2 1.3 0.0 0.3563
H 0.923 -2.752 0.171 -0.4 0.7 0.0 0.3712
H -0.122 -2.044 -1.102 -0.1 -0.5 -0.5 0.2685
H -1.541 -1.341 1.227 -1.4 -0.7 0.8 0.4585
H -0.233 1.514 2.201 0.3 -0.8 -1.3 0.3420
H -0.375 1.938 0.555 -1.0 1.6 -1.6 0.2352
H 1.188 1.675 1.275 0.6 0.2 -0.4 0.3318
H 2.092 -0.558 -0.079 0.6 -0.4 0.5 0.3469
H 0.914 -0.094 -1.236 0.2 -1.4 1.9 0.4781
```
Forces are in eV/Å.

Properties
**Kohn-Sham gap**: 11.363 eV
**Total charge**: +1
**Energy relative to the best compared isomer or geometry (same formula, charge and spin)**: 88.7 kcal/mol
**LUMO**: -2.88 eV

---

# C5H9N2

A gas-phase ion, C5H9N2 (charge +1) in a non-equilibrium geometry (ωB97M-V with the def2-TZVPD basis set, OMol25).

```
16
Properties=species:S:1:pos:R:3:forces:R:3:mulliken_charge:R:1
C -0.704 1.840 0.407 0.3 0.0 -0.5 -0.1463
C 0.050 1.375 -0.835 -0.1 0.1 0.1 -0.7759
C -0.113 -1.220 1.097 -0.9 -0.1 0.7 -0.8248
C -1.209 -0.322 0.501 1.5 -0.4 -2.3 0.3932
C -0.128 -0.120 -0.810 -2.1 0.1 1.4 -0.3695
N -1.317 0.963 1.060 -0.4 0.3 1.0 -0.5371
N 0.875 -0.865 0.033 1.0 -0.1 -0.1 -0.1312
H -0.720 2.873 0.706 0.0 0.3 0.1 0.4344
H -0.394 1.815 -1.728 0.1 0.0 -0.1 0.3402
H 1.087 1.706 -0.782 0.1 0.0 -0.1 0.3415
H 0.199 -0.943 2.102 0.2 0.0 -0.1 0.3698
H -0.363 -2.277 1.068 0.2 0.0 -0.1 0.3204
H -2.178 -0.774 0.324 0.0 -0.1 0.0 0.4013
H -0.363 -0.617 -1.740 0.2 -0.1 -0.1 0.4796
H 1.627 -0.251 0.371 -0.1 -0.2 -0.1 0.3612
H 1.314 -1.669 -0.429 -0.1 0.2 0.1 0.3433
```
Forces are in eV/Å.

Properties
**Kohn-Sham gap**: 10.759 eV
**Total charge**: +1
**Energy relative to the best compared isomer or geometry (same formula, charge and spin)**: 57.7 kcal/mol
**LUMO**: -3.50 eV
**SMILES**: C1=N[C@@H]2C[NH2+][C@@H]2C1

---

# C5H9N2

A gas-phase ion, C5H9N2 (charge +1) in a non-equilibrium geometry (ωB97M-V with the def2-TZVPD basis set, OMol25).

```
16
Properties=species:S:1:pos:R:3:forces:R:3:mulliken_charge:R:1
C -0.115 -1.384 -2.263 1.1 0.0 -0.4 -1.1768
C -0.129 -1.587 -0.747 -0.3 0.5 -1.0 -0.2914
C -0.126 -0.299 -0.005 -0.3 -0.7 1.3 0.3544
C -0.858 -0.003 1.110 0.0 -0.1 -0.6 -0.5290
N -0.380 1.179 1.614 -0.1 -0.1 0.8 -0.0320
C 0.645 1.598 0.892 -0.5 -0.2 -1.3 -0.1992
N 0.803 0.703 -0.091 0.2 0.7 -0.3 -0.0172
H -0.904 -0.744 -2.655 -0.1 0.0 0.3 0.3485
H -0.146 -2.318 -2.825 -0.2 -0.1 0.3 0.3515
H 0.862 -0.961 -2.545 -0.3 0.1 -0.1 0.3001
H 0.720 -2.181 -0.412 0.1 -0.1 -0.1 0.2704
H -1.033 -2.109 -0.485 -0.3 -0.3 0.4 0.3188
H -1.717 -0.513 1.508 0.1 0.0 0.3 0.4014
H -0.693 1.544 2.503 0.0 0.4 -0.2 0.2482
H 1.046 2.583 0.770 0.4 0.3 0.8 0.3672
H 1.365 0.928 -0.901 0.2 -0.4 0.0 0.2850
```
Forces are in eV/Å.

Properties
**Kohn-Sham gap**: 10.784 eV
**Total charge**: +1
**Energy relative to the best compared isomer or geometry (same formula, charge and spin)**: 17.1 kcal/mol
**LUMO**: -3.50 eV
**SMILES**: CCc1c[nH]c[nH+]1

---

Across the entries above, E_tot takes the values -305.03907, -305.08870, -305.13813, -305.20278 a.u., respectively.